1:
Molecular formula: C7H12
Method: DFT, the ωB97M-V functional and the def2-TZVPD basis

Results
HOMO-LUMO gap (spin up / spin down): 7.441 / 7.951 eV
Total charge: 0
Spin multiplicity: 1

Each line ends with the Löwdin charge.
CARTESIAN COORDINATES (ANGSTROEM)
C -1.85 -0.06 0.74  -0.10
C -1.44 -0.31 -0.67  -0.11
C -0.13 -0.10 -1.17  -0.32
C 0.81 1.30 -0.70  -0.19
C 1.37 1.18 0.60  -0.06
C 0.98 -1.27 0.74  -0.02
C 0.54 -1.26 -0.54  -0.16
H -2.84 0.41 0.75  0.08
H -1.91 -0.96 1.37  0.08
H -1.14 0.62 1.24  0.06
H -2.24 -0.51 -1.37  0.10
H -0.11 -0.15 -2.27  0.13
H 1.56 1.29 -1.49  0.10
H 0.12 2.13 -0.83  0.10
H 2.42 0.95 0.76  0.06
H 0.86 1.61 1.46  0.06
H 0.51 -0.75 1.56  0.04
H 1.67 -2.07 1.04  0.06
H 0.80 -2.07 -1.22  0.11

***

2:
Molecular formula: C7H12
Method: DFT, the ωB97M-V functional and the def2-TZVPD basis

Results
HOMO-LUMO gap: 9.815 eV
Total charge: 0
Spin multiplicity: 1

Each line ends with the Löwdin charge.
CARTESIAN COORDINATES (ANGSTROEM)
C -1.92 -0.11 0.73  -0.10
C -1.56 -0.21 -0.73  -0.16
C -0.44 -0.72 -1.24  -0.17
C 1.04 1.76 -0.60  -0.10
C 1.52 1.52 0.61  -0.10
C 0.92 -1.48 0.76  -0.01
C 0.60 -1.49 -0.54  -0.18
H -2.94 0.25 0.86  0.07
H -1.80 -1.06 1.26  0.08
H -1.25 0.62 1.22  0.06
H -2.29 0.18 -1.43  0.10
H -0.29 -0.63 -2.32  0.10
H 1.55 1.42 -1.50  0.06
H 0.09 2.27 -0.76  0.06
H 2.45 0.97 0.75  0.05
H 1.00 1.82 1.51  0.05
H 0.48 -0.80 1.48  0.04
H 1.70 -2.14 1.14  0.06
H 1.14 -2.17 -1.19  0.09

***

3:
Molecular formula: C7H12
Method: DFT, the ωB97M-V functional and the def2-TZVPD basis

Results
HOMO-LUMO gap: 9.379 eV
Total charge: 0
Spin multiplicity: 1

Each line ends with the Löwdin charge.
CARTESIAN COORDINATES (ANGSTROEM)
C 0.14 -1.56 1.73  -0.08
C 0.44 -1.17 0.30  -0.32
C 1.64 -1.53 -0.19  0.04
C 0.48 1.13 -0.68  -0.12
C -0.19 0.11 -0.14  -0.28
C -1.70 0.11 0.15  -0.05
C 0.00 2.36 -1.42  -0.09
H -0.75 -2.21 1.85  0.08
H -0.15 -0.73 2.39  0.09
H 0.98 -2.10 2.16  0.07
H 1.97 -1.10 -1.14  0.06
H 2.21 -2.44 -0.02  0.06
H 1.53 0.88 -0.65  0.09
H -1.95 0.69 1.03  0.08
H -2.04 -0.93 0.07  0.08
H -2.26 0.55 -0.68  0.07
H 0.85 3.04 -1.46  0.07
H -0.86 2.82 -0.92  0.07
H -0.35 2.09 -2.41  0.08

***

According to the calculations, the structures order from most to least stable as 3, 2, 1.

***

1:
Molecular formula: C7H12
Method: DFT, the ωB97M-V functional and the def2-TZVPD basis

Results
HOMO-LUMO gap: 8.695 eV
Total charge: 0
Spin multiplicity: 1

Each line ends with the Löwdin charge.
CARTESIAN COORDINATES (ANGSTROEM)
C 2.05 0.20 0.39  -0.12
C 0.84 1.14 0.30  -0.25
C -0.49 0.45 0.55  -0.29
C -1.15 -0.30 -0.40  -0.09
C -0.48 -0.86 -1.54  -0.22
C -1.09 -1.50 -2.55  -0.01
C -1.00 0.62 1.96  -0.07
H 2.44 0.07 1.50  0.10
H 1.72 -0.83 0.08  0.07
H 2.94 0.46 -0.25  0.08
H 0.89 1.74 -0.59  0.10
H 1.00 1.90 1.10  0.11
H -2.09 -0.83 0.04  0.14
H 0.61 -0.63 -1.68  0.11
H -0.60 -1.24 -3.47  0.04
H -1.96 -2.19 -2.48  0.07
H -1.50 -0.33 2.24  0.08
H -0.23 0.87 2.67  0.07
H -1.88 1.26 2.11  0.09

***

2:
Molecular formula: C7H12
Method: DFT, the ωB97M-V functional and the def2-TZVPD basis

Results
HOMO-LUMO gap: 9.672 eV
Total charge: 0
Spin multiplicity: 1

Each line ends with the Löwdin charge.
CARTESIAN COORDINATES (ANGSTROEM)
C 1.90 -0.71 -0.71  -0.10
C 1.07 -1.39 0.39  -0.27
C 0.31 -0.37 1.25  -0.18
C -0.76 0.49 0.57  -0.31
C -1.13 1.62 1.18  0.05
C -1.82 0.88 -1.66  0.03
C -1.19 0.10 -0.80  -0.16
H 1.26 -0.01 -1.23  0.06
H 2.74 -0.19 -0.24  0.07
H 2.36 -1.43 -1.38  0.07
H 1.79 -1.86 1.07  0.10
H 0.45 -2.19 0.00  0.09
H -0.24 -0.92 2.02  0.11
H 1.05 0.26 1.75  0.11
H -0.69 2.01 2.08  0.06
H -1.84 2.26 0.68  0.05
H -2.13 1.87 -1.35  0.05
H -2.03 0.56 -2.67  0.06
H -1.10 -0.97 -0.95  0.10

***

According to the calculations, the structures order from most to least stable as 2, 1.

***

1:
Molecular formula: C6H8S2
Method: DFT, the ωB97M-V functional and the def2-TZVPD basis

Results
HOMO-LUMO gap: 8.266 eV
Total charge: 0
Spin multiplicity: 1

Each line ends with the Löwdin charge.
CARTESIAN COORDINATES (ANGSTROEM)
C 1.96 0.14 -0.38  -0.66
C 0.80 -0.21 0.47  -0.26
C -0.44 0.65 0.59  -0.30
C -1.40 1.60 -0.08  -0.19
C -2.69 0.68 -0.12  -0.40
C -0.50 -0.57 -0.27  -0.54
H 1.66 0.55 -1.38  0.08
H 1.18 -0.72 1.34  0.12
H -0.85 0.42 1.57  0.13
H -1.08 1.88 -1.10  0.12
H -1.60 2.54 0.48  0.11
H -3.35 0.76 0.76  0.06
H -3.38 0.83 -1.04  0.09
H -0.35 -0.40 -1.34  0.09
S 3.51 -0.08 -0.01  0.71
S -2.17 -1.15 -0.03  0.85

***

2:
Molecular formula: C6H8S2
Method: DFT, the ωB97M-V functional and the def2-TZVPD basis

Results
HOMO-LUMO gap: 8.442 eV
Total charge: 0
Spin multiplicity: 1

Each line ends with the Löwdin charge.
CARTESIAN COORDINATES (ANGSTROEM)
C 1.37 -0.63 1.04  -0.18
C 1.89 0.50 0.24  -1.11
C -0.82 0.78 -0.14  -0.64
C -1.51 1.39 0.79  0.00
C -1.28 -0.47 -0.76  -0.24
C -0.88 -0.98 -1.88  0.00
H 1.00 -1.48 0.43  0.10
H 0.69 -0.36 1.85  0.09
H 2.29 -1.00 1.49  0.05
H -2.48 0.96 1.20  0.10
H -1.21 2.32 1.26  0.07
H -1.97 -0.96 -0.14  0.10
H -0.07 -0.51 -2.48  0.07
H -1.25 -1.92 -2.30  0.08
S 3.52 0.89 0.07  0.59
S 0.73 1.46 -0.67  0.93

***

3:
Molecular formula: C6H8S2
Method: DFT, the ωB97M-V functional and the def2-TZVPD basis

Results
HOMO-LUMO gap: 8.467 eV
Total charge: 0
Spin multiplicity: 1

Each line ends with the Löwdin charge.
CARTESIAN COORDINATES (ANGSTROEM)
C 2.77 -1.03 -0.43  -0.05
C 2.03 -0.02 0.41  -0.23
C 1.06 0.90 -0.28  -0.29
C 0.13 2.08 -0.11  -0.36
C -0.77 -0.44 0.22  -1.10
C 0.57 -0.09 0.75  -0.33
H 3.63 -0.58 -0.89  0.07
H 3.09 -1.88 0.20  0.09
H 2.11 -1.44 -1.23  0.09
H 2.64 0.33 1.24  0.14
H 0.88 0.47 -1.29  0.14
H 0.26 2.60 0.84  0.08
H 0.13 2.81 -0.90  0.07
H 0.42 0.45 1.70  0.14
S -1.50 1.16 -0.14  0.88
S -1.49 -1.86 -0.06  0.66

***

According to the calculations, the structures order from most to least stable as 2, 3, 1.

***

1:
Molecular formula: C6H17NO2
Method: DFT, the ωB97M-V functional and the def2-TZVPD basis

Results
HOMO-LUMO gap: 9.173 eV
Total charge: 0
Spin multiplicity: 1

Each line ends with the Löwdin charge.
CARTESIAN COORDINATES (ANGSTROEM)
C 1.32 -0.68 2.71  -0.09
C 1.73 0.20 1.49  -0.26
C 0.57 1.02 0.89  -0.16
C -0.35 0.11 0.10  -0.38
C 0.04 -0.82 -0.77  0.03
C -2.37 1.45 0.22  -0.12
N -1.72 0.20 0.48  -0.06
H 1.95 -1.56 2.67  0.07
H 1.48 -0.11 3.62  0.07
H 0.24 -0.84 2.76  0.07
H 2.48 0.85 1.94  0.10
H 2.28 -0.36 0.74  0.09
H 0.99 1.87 0.36  0.11
H -0.02 1.31 1.76  0.11
H -0.53 -1.56 -1.33  0.05
H 1.07 -0.82 -1.10  0.06
H -2.36 1.85 -0.80  0.08
H -1.93 2.24 0.84  0.08
H -3.37 1.46 0.63  0.08
H -2.18 -0.63 0.12  0.11
H 0.70 2.30 -3.22  0.03
H -0.30 1.80 -2.15  -0.01
O -0.16 2.45 -2.84  -0.05
H 0.28 -3.81 -0.78  0.03
H 1.60 -3.28 -1.53  0.03
O 0.73 -3.67 -1.61  -0.06

***

2:
Molecular formula: C6H17NO2
Method: DFT, the ωB97M-V functional and the def2-TZVPD basis

Results
HOMO-LUMO gap: 8.776 eV
Total charge: 0
Spin multiplicity: 1

Each line ends with the Löwdin charge.
CARTESIAN COORDINATES (ANGSTROEM)
C -0.30 -0.10 -2.40  -0.19
C 0.65 -0.92 -3.39  -0.08
C 0.12 -0.51 -0.98  -0.28
N -0.97 -0.41 -0.03  -0.07
C 0.81 -0.67 1.70  -0.05
C -0.82 -0.85 1.31  -0.38
C -1.61 -0.15 2.28  -0.21
O -1.42 1.30 1.99  -0.13
H 0.15 0.87 -2.70  0.10
H -1.34 -0.08 -2.56  0.08
H 1.57 -0.48 -3.65  0.05
H 0.06 -1.01 -4.27  0.05
H 0.64 -1.84 -2.87  0.04
H 0.64 -1.51 -0.90  0.12
H 0.98 0.12 -0.71  0.10
H -1.31 0.63 -0.07  0.16
H 1.01 -0.68 2.75  0.05
H 1.37 -1.55 1.37  0.06
H 1.24 0.19 1.17  0.04
H -0.79 -2.08 1.28  0.18
H -1.41 -0.25 3.27  0.08
H -2.78 -0.11 2.08  0.16
H -0.46 1.30 2.31  0.09
H 1.88 3.20 0.55  -0.03
H 0.63 2.91 1.40  -0.02
O 1.43 2.69 1.10  0.07

***

According to the calculations, the structures order from most to least stable as 1, 2.

***

1:
Molecular formula: C4H8NO
Method: DFT, the ωB97M-V functional and the def2-TZVPD basis

Results
HOMO-LUMO gap: 10.717 eV
Total charge: +1
Spin multiplicity: 1

Each line ends with the Löwdin charge.
CARTESIAN COORDINATES (ANGSTROEM)
C 2.93 0.73 0.04  0.09
C 1.73 0.07 -0.02  0.03
C 0.59 -0.72 0.06  -0.15
C -1.67 -0.10 0.41  -0.18
N -0.61 -0.51 -0.64  0.05
O -2.53 0.85 -0.14  -0.01
H 3.71 0.43 -0.65  0.08
H 3.26 1.49 0.72  0.07
H 0.63 -1.58 0.66  0.11
H -2.38 -1.02 0.68  0.19
H -1.20 0.24 1.28  0.11
H -0.92 -1.45 -1.22  0.27
H -0.50 0.27 -1.33  0.20
H -2.27 1.77 0.13  0.14

***

2:
Molecular formula: C4H8NO
Method: DFT, the ωB97M-V functional and the def2-TZVPD basis

Results
HOMO-LUMO gap: 9.881 eV
Total charge: +1
Spin multiplicity: 1

Each line ends with the Löwdin charge.
CARTESIAN COORDINATES (ANGSTROEM)
C 0.54 -0.39 0.01  -0.20
C 1.00 -1.59 -0.23  0.12
C -1.10 -0.24 0.05  -0.19
C 1.49 0.81 0.09  -0.05
N -1.88 0.87 -0.17  0.27
O -1.71 -1.35 0.16  0.21
H 0.46 -2.45 -0.51  0.08
H 2.01 -1.59 -0.47  0.08
H 2.25 0.91 -0.75  0.12
H 2.13 0.59 1.03  0.13
H 1.03 1.74 0.34  0.05
H -2.80 0.63 -0.41  0.12
H -1.63 1.82 -0.17  0.13
H -2.55 -1.38 -0.24  0.14

***

According to the calculations, the structures order from most to least stable as 2, 1.